[1]
Below is a molecular structure, C23H52EuP4Se in a non-equilibrium geometry, with properties calculated with ωB97M-V/def2-TZVPD.

As for the spin multiplicity: 7. Its charge is +3. As for the LUMO energy (alpha / beta): -10.918 / -11.890 eV. The calculation puts the highest occupied orbital energy (alpha / beta) at -16.72 / -16.68 eV.

XYZ file:
```
81
C23H52EuP4Se | the OMol25 dataset | ωB97M-V/def2-TZVPD
Eu 1.278 1.224 -0.197
P -1.565 2.100 -1.292
P -2.156 -1.138 -1.247
P 0.391 -0.266 -3.004
H 5.918 1.617 2.014
C 5.745 2.393 1.276
C 4.566 2.670 0.659
H 3.586 2.242 0.932
C -2.357 3.101 0.024
C -2.997 1.989 -2.442
C -0.580 3.402 -2.173
C -1.902 -2.923 -0.861
C -3.635 -0.831 -0.177
C -2.986 -1.347 -2.887
C 2.127 0.119 -3.557
C -0.478 0.336 -4.521
C 0.420 -2.071 -3.443
H 6.639 3.031 1.025
H 4.637 3.421 -0.147
H -1.596 3.574 0.664
H -2.997 2.473 0.669
H -2.975 3.881 -0.450
H -3.796 1.345 -2.053
H -2.682 1.606 -3.418
H -3.411 2.996 -2.585
H 0.340 3.646 -1.613
H -1.198 4.307 -2.246
H -0.291 3.081 -3.183
H -2.776 -3.540 -1.116
H -1.687 -3.020 0.215
H -1.027 -3.293 -1.410
H -4.472 -1.468 -0.491
H -3.948 0.224 -0.213
H -3.374 -1.079 0.865
H -3.882 -1.957 -2.717
H -2.324 -1.860 -3.595
H -3.274 -0.383 -3.318
H 2.395 -0.544 -4.400
H 2.828 -0.088 -2.726
H 2.245 1.170 -3.862
H 0.218 0.132 -5.343
H -0.669 1.413 -4.461
H -1.422 -0.190 -4.708
H 1.178 -2.188 -4.237
H -0.546 -2.441 -3.819
H 0.727 -2.654 -2.556
C 3.055 -2.199 0.343
C 3.787 -1.150 0.950
C 5.159 -1.101 0.737
C 5.818 -2.202 0.145
C 5.110 -3.351 -0.260
C 3.718 -3.353 -0.149
Se 1.225 -1.979 0.085
H 3.063 0.709 -1.033
H 3.267 -0.374 1.518
H 5.704 -0.196 1.026
H 6.903 -2.190 -0.005
H 5.669 -4.206 -0.665
H 3.111 -4.197 -0.489
C -4.077 0.372 3.180
C -2.678 0.963 3.321
P -1.340 0.222 2.263
C 0.202 0.891 3.092
C 0.139 1.489 4.508
C -1.366 -1.544 2.913
C -1.370 -1.754 4.398
H -4.731 0.921 3.869
H -4.482 0.489 2.166
H -4.086 -0.679 3.492
H -2.675 2.043 3.074
H -2.362 0.850 4.371
H 0.934 0.076 2.988
H 0.489 1.747 2.440
H 1.045 2.078 4.714
H -0.702 2.193 4.555
H 0.059 0.746 5.317
H -2.238 -2.025 2.458
H -0.474 -1.980 2.444
H -2.286 -1.412 4.861
H -1.305 -2.815 4.618
H -0.521 -1.293 4.881
```

Results of the Löwdin charge analysis, in e, for atoms 1 through 8: 1.50, 0.64, 0.89, 0.69, 0.05, -0.03, -0.11, -0.04

***

[2]
Below is a molecular structure, C3H3CuNaO3 in a non-equilibrium geometry, with properties calculated with ωB97M-V/def2-TZVPD.

As for the spin multiplicity: 2. Its charge is +2. As for the LUMO energy (alpha / beta): -9.095 / -9.095 eV. The calculation puts the highest occupied orbital energy (alpha / beta) at -15.94 / -17.36 eV.

XYZ file:
```
11
C3H3CuNaO3 | the OMol25 dataset | ωB97M-V/def2-TZVPD
O 0.793 1.874 -0.549
C 0.366 0.932 -1.077
C 1.671 1.347 2.484
O -0.122 0.196 -1.851
O 0.798 -0.767 2.103
C 1.125 0.110 2.941
Cu -0.731 -0.088 -4.101
H 1.401 2.276 2.987
H 2.469 1.300 1.741
H 1.253 -0.119 4.013
Na -0.732 -2.415 2.216
```

Results of the Löwdin charge analysis, in e, for atoms 1 through 8: 0.28, -0.32, 0.16, 0.16, -0.10, -0.26, 0.89, 0.09

***

[3]
Below is 7 unconnected molecules or ions with the total composition C14H42O14 in a non-equilibrium geometry, with properties calculated with ωB97M-V/def2-TZVPD.

As for the SMILES: OCCO.OCCO.OCCO.OCCO.OCCO.OCCO.OCCO. Its charge is 0. As for the LUMO energy: 0.396 eV. The calculation puts the highest occupied orbital energy at -9.85 eV. For the energy above the lowest of the compared OMol25 structures with the same formula, charge and spin, the calculation gives 8.9 kcal/mol.

XYZ file:
```
70
C14H42O14 | the OMol25 dataset | ωB97M-V/def2-TZVPD
O -0.994 -3.946 0.111
C -2.235 -3.474 -0.428
C -2.855 -2.467 0.507
O -2.285 -1.159 0.329
H -0.538 -3.146 0.415
H -2.138 -3.073 -1.442
H -2.858 -4.364 -0.539
H -2.698 -2.721 1.558
H -3.939 -2.413 0.351
H -3.011 -0.507 0.392
O 0.077 0.858 -3.363
C 0.266 -0.553 -3.555
C 1.137 -0.720 -4.774
O 2.519 -0.526 -4.517
H -0.196 1.019 -2.448
H 0.741 -1.009 -2.680
H -0.732 -0.972 -3.718
H 0.869 0.050 -5.506
H 0.945 -1.656 -5.295
H 2.671 0.300 -4.054
O -3.510 -0.692 -2.419
C -4.165 0.564 -2.275
C -5.006 0.584 -1.024
O -4.220 0.851 0.141
H -2.694 -0.660 -1.902
H -3.442 1.390 -2.250
H -4.693 0.787 -3.204
H -5.512 -0.382 -0.920
H -5.813 1.321 -1.098
H -4.607 1.576 0.632
O 0.253 1.278 5.098
C 1.655 1.129 5.417
C 2.486 1.574 4.232
O 2.174 2.928 3.911
H 0.004 2.175 5.336
H 1.794 1.692 6.342
H 1.812 0.083 5.685
H 2.289 0.956 3.353
H 3.541 1.466 4.489
H 1.284 2.884 3.541
O 2.505 -3.392 0.634
C 3.933 -3.471 0.565
C 4.521 -4.357 1.636
O 4.175 -5.712 1.378
H 2.143 -4.172 0.196
H 4.220 -3.822 -0.428
H 4.286 -2.440 0.660
H 4.176 -4.011 2.621
H 5.600 -4.241 1.754
H 3.297 -5.851 1.749
O 0.852 -1.219 0.893
C 1.472 -0.043 0.399
C 0.536 1.149 0.453
O -0.594 0.979 -0.396
H 1.547 -1.906 0.812
H 2.374 0.171 0.983
H 1.775 -0.204 -0.642
H 1.099 2.052 0.216
H 0.151 1.280 1.472
H -1.214 0.284 -0.088
O 0.332 5.876 -1.560
C 0.128 4.588 -0.978
C -1.365 4.245 -0.992
O -2.048 5.147 -0.147
H 1.267 6.080 -1.472
H 0.723 3.802 -1.460
H 0.495 4.633 0.056
H -1.399 3.276 -0.496
H -1.698 4.225 -2.031
H -1.665 6.027 -0.217
```

Results of the Löwdin charge analysis, in e, for atoms 1 through 8: -0.07, -0.22, -0.20, -0.12, 0.06, 0.12, 0.12, 0.13

***

What did the first record say?
Below is a molecular structure, C23H52EuP4Se in a non-equilibrium geometry, with properties calculated with ωB97M-V/def2-TZVPD.

As for the spin multiplicity: 7. Its charge is +3. As for the LUMO energy (alpha / beta): -10.918 / -11.890 eV. The calculation puts the highest occupied orbital energy (alpha / beta) at -16.72 / -16.68 eV.

XYZ file:
```
81
C23H52EuP4Se | the OMol25 dataset | ωB97M-V/def2-TZVPD
Eu 1.278 1.224 -0.197
P -1.565 2.100 -1.292
P -2.156 -1.138 -1.247
P 0.391 -0.266 -3.004
H 5.918 1.617 2.014
C 5.745 2.393 1.276
C 4.566 2.670 0.659
H 3.586 2.242 0.932
C -2.357 3.101 0.024
C -2.997 1.989 -2.442
C -0.580 3.402 -2.173
C -1.902 -2.923 -0.861
C -3.635 -0.831 -0.177
C -2.986 -1.347 -2.887
C 2.127 0.119 -3.557
C -0.478 0.336 -4.521
C 0.420 -2.071 -3.443
H 6.639 3.031 1.025
H 4.637 3.421 -0.147
H -1.596 3.574 0.664
H -2.997 2.473 0.669
H -2.975 3.881 -0.450
H -3.796 1.345 -2.053
H -2.682 1.606 -3.418
H -3.411 2.996 -2.585
H 0.340 3.646 -1.613
H -1.198 4.307 -2.246
H -0.291 3.081 -3.183
H -2.776 -3.540 -1.116
H -1.687 -3.020 0.215
H -1.027 -3.293 -1.410
H -4.472 -1.468 -0.491
H -3.948 0.224 -0.213
H -3.374 -1.079 0.865
H -3.882 -1.957 -2.717
H -2.324 -1.860 -3.595
H -3.274 -0.383 -3.318
H 2.395 -0.544 -4.400
H 2.828 -0.088 -2.726
H 2.245 1.170 -3.862
H 0.218 0.132 -5.343
H -0.669 1.413 -4.461
H -1.422 -0.190 -4.708
H 1.178 -2.188 -4.237
H -0.546 -2.441 -3.819
H 0.727 -2.654 -2.556
C 3.055 -2.199 0.343
C 3.787 -1.150 0.950
C 5.159 -1.101 0.737
C 5.818 -2.202 0.145
C 5.110 -3.351 -0.260
C 3.718 -3.353 -0.149
Se 1.225 -1.979 0.085
H 3.063 0.709 -1.033
H 3.267 -0.374 1.518
H 5.704 -0.196 1.026
H 6.903 -2.190 -0.005
H 5.669 -4.206 -0.665
H 3.111 -4.197 -0.489
C -4.077 0.372 3.180
C -2.678 0.963 3.321
P -1.340 0.222 2.263
C 0.202 0.891 3.092
C 0.139 1.489 4.508
C -1.366 -1.544 2.913
C -1.370 -1.754 4.398
H -4.731 0.921 3.869
H -4.482 0.489 2.166
H -4.086 -0.679 3.492
H -2.675 2.043 3.074
H -2.362 0.850 4.371
H 0.934 0.076 2.988
H 0.489 1.747 2.440
H 1.045 2.078 4.714
H -0.702 2.193 4.555
H 0.059 0.746 5.317
H -2.238 -2.025 2.458
H -0.474 -1.980 2.444
H -2.286 -1.412 4.861
H -1.305 -2.815 4.618
H -0.521 -1.293 4.881
```

Results of the Löwdin charge analysis, in e, for atoms 1 through 8: 1.50, 0.64, 0.89, 0.69, 0.05, -0.03, -0.11, -0.04